Record 1
ORCA calculation (the ωB97M-V functional and the def2-TZVPD basis) on 2 unconnected molecules or ions with the total composition C4H6O2.

The geometry in XYZ format:
```
12
C4H6O2, DFT the ωB97M-V functional and the def2-TZVPD basis
O 0.04 -0.66 0.26
H 2.41 -0.23 -0.47
H -0.75 -0.31 -2.16
C 1.95 0.63 0.07
H -1.33 0.86 0.66
H 0.85 -1.70 1.78
C -0.92 0.26 -0.15
C 0.05 -0.98 1.60
O -0.72 -0.55 2.41
H 1.51 1.21 -0.77
H -1.90 1.11 -1.78
C -1.21 0.35 -1.43
```

The multiplicity is 1. The value obtained for the LUMO energy (spin up / spin down) is -0.012 / -0.012 Ha. Its net charge is 0.

Record 2
ORCA calculation (the ωB97M-V functional and the def2-TZVPD basis) on a molecular structure, AlBH24O10 at a distorted geometry.

The geometry in XYZ format:
```
36
AlBH24O10, DFT the ωB97M-V functional and the def2-TZVPD basis
H 1.34 -1.77 1.03
H 0.87 2.15 2.80
H -0.96 -0.06 -2.04
H 0.46 0.16 -1.00
H 0.00 1.56 1.62
O 1.02 1.93 1.88
H 2.41 1.24 0.34
O -1.58 0.65 -2.24
O 0.45 -2.08 1.19
O 0.95 -1.41 -1.44
H -0.69 0.60 0.20
H -2.81 -0.17 -0.57
O -1.33 -1.87 -0.35
O 1.94 1.58 -0.43
H -2.33 1.05 0.19
H -1.07 1.71 -1.58
H 1.83 1.42 1.88
O 2.09 -1.24 0.48
H 0.50 -1.46 -2.28
H -0.20 0.99 -0.57
H 0.58 -0.64 -1.01
H 0.11 -1.00 0.26
B 0.23 0.06 0.05
O -0.74 0.98 1.82
H -2.05 -2.10 -0.93
Al -1.27 -0.96 1.64
H 0.55 -3.00 1.41
H -1.55 0.73 -3.19
H -1.31 1.51 2.39
O -0.32 1.83 -1.00
H -0.58 -1.72 -0.93
H 1.10 1.11 -0.41
O -2.28 0.09 0.18
H 1.02 0.45 0.66
H 1.25 -0.80 0.35
H 2.34 -1.54 -0.40
```

The multiplicity is 1. The value obtained for the LUMO energy is -0.454 Ha. Its net charge is +2.

Record 3
ORCA calculation (the ωB97M-V functional and the def2-TZVPD basis) on a single C2H4N4O2 molecule at a distorted geometry.

The geometry in XYZ format:
```
12
C2H4N4O2, DFT the ωB97M-V functional and the def2-TZVPD basis
N 0.30 1.54 -0.34
O 1.63 -0.05 -1.63
N 0.31 -1.93 0.06
N 0.34 0.24 -1.02
C 0.07 -0.66 -0.09
C -0.77 0.11 0.83
H 0.81 -2.50 -0.63
H 2.28 -0.31 -0.89
H -1.71 0.02 2.56
H -0.15 2.28 -0.98
O -1.55 -0.55 1.60
N -0.62 1.39 0.68
```

The multiplicity is 1. The SMILES is [H]/N=c1/c(O)n[nH]n1O. The value obtained for the LUMO energy is 0.011 Ha. Its net charge is 0.

Record 4
ORCA calculation (the ωB97M-V functional and the def2-TZVPD basis) on 2 unconnected molecules or ions with the total composition ClNO7 at a distorted geometry.

The geometry in XYZ format:
```
9
ClNO7, DFT the ωB97M-V functional and the def2-TZVPD basis
O -3.42 -7.46 -13.69
Cl -1.57 -10.32 -18.58
O -2.99 -10.14 -18.68
O -1.12 -11.69 -18.47
O -1.04 -9.54 -17.50
O -1.06 -9.77 -19.86
N -2.28 -7.39 -14.27
O -1.81 -8.34 -14.89
O -1.51 -6.51 -13.76
```

The multiplicity is 1. The value obtained for the LUMO energy is 0.237 Ha. Its net charge is -2.

Record 5
ORCA calculation (the ωB97M-V functional and the def2-TZVPD basis) on a molecular structure, C40H60As2NO8PPdSi at a distorted geometry.

The geometry in XYZ format:
```
114
C40H60As2NO8PPdSi, DFT the ωB97M-V functional and the def2-TZVPD basis
H -6.77 -1.54 -2.00
C 3.55 -1.53 1.24
H -1.41 -4.89 -0.15
C -0.20 6.62 0.20
H -0.67 -1.96 -4.22
C 5.39 -4.07 3.03
C -3.64 1.68 -1.10
C 1.71 -2.29 -0.32
H -0.08 6.91 1.24
H 0.17 1.50 -2.48
C 3.46 2.92 3.33
C 1.72 -1.43 4.44
H 0.43 1.40 1.94
H -2.03 1.28 1.95
C 3.98 -0.30 -2.04
C 5.17 2.55 1.70
H -3.41 2.73 -1.00
O 4.78 3.16 2.83
H 1.78 -2.25 3.72
C -0.47 5.14 0.07
H -0.19 -0.96 -2.84
C 1.53 -4.63 -0.31
H -1.34 -1.04 5.28
C 3.58 1.59 0.08
C -6.66 -0.45 -2.05
As 2.46 0.28 -0.90
H -1.03 7.21 -0.21
Si 0.47 -0.16 3.86
H -7.43 -0.02 -1.41
C -1.33 3.07 1.00
H -0.87 -3.94 1.24
H -1.26 -1.95 3.77
H 2.83 5.31 -1.14
H -5.64 2.07 -1.71
C 4.07 -2.84 1.51
C -2.55 -3.50 -2.92
H 5.78 -3.96 4.05
O 3.68 3.08 -1.80
H -2.98 2.72 2.33
H 4.36 0.56 -2.59
H -1.34 2.19 -3.05
H -2.21 -3.95 -3.86
H 4.76 -0.73 -1.41
C 0.85 0.41 2.16
C 0.49 1.28 5.12
C -1.10 2.40 -0.22
C 3.56 2.91 -0.61
C -2.99 -0.65 -0.97
C -2.67 -3.17 0.30
H -3.41 -2.87 -3.16
H -2.88 -4.30 -2.26
H -4.54 -2.03 -1.44
O 4.68 -2.88 2.76
H -0.49 1.77 5.15
N -1.39 1.05 -0.37
O 3.48 3.94 0.27
H -4.11 -1.85 1.25
C -1.75 -4.32 0.72
H 6.98 0.33 1.93
H 3.26 5.93 0.48
H -3.65 -3.25 2.23
O 1.50 -2.30 -1.54
C 4.32 1.43 1.17
H 6.37 -0.65 0.58
H 1.94 0.52 2.14
C -0.55 3.13 -1.29
Pd 0.13 -0.78 0.55
H 4.54 5.45 -0.67
C 3.53 5.24 -0.31
C -3.29 -2.50 1.53
C -4.28 -0.98 -1.36
C -1.21 -0.95 4.19
H -2.28 -5.01 1.38
C -1.01 -1.54 -3.27
C 6.35 -0.52 1.66
P -1.71 -1.90 -0.65
H -2.04 -0.37 3.80
H -2.54 -1.90 2.04
H 1.22 2.04 4.85
C -0.37 2.44 -2.61
C -1.00 4.42 1.12
H 3.44 2.02 3.95
H -6.89 -0.15 -3.08
H 2.73 2.82 2.53
H -1.39 2.49 3.07
H -1.85 -0.88 -3.46
C -1.42 -2.67 -2.32
H 0.70 6.91 -0.34
As 4.50 -0.19 2.28
H -3.47 -3.57 -0.32
H 4.75 -4.95 2.98
C -1.97 2.35 2.16
H 1.73 -5.42 0.41
O 1.47 -3.43 0.43
H -1.19 4.91 2.07
C -4.90 1.30 -1.50
H 2.34 -4.60 -1.04
H 2.73 -1.01 4.52
O 4.09 -3.84 0.81
H 0.18 5.01 -1.98
H -0.54 -3.30 -2.16
C -2.62 0.72 -0.79
C -0.24 4.47 -1.13
H 6.22 -4.21 2.33
C -5.27 -0.05 -1.63
C 2.53 -1.26 0.32
H 3.59 -1.06 -2.72
H 0.72 0.93 6.13
O 6.21 2.88 1.19
H 0.59 -4.84 -0.83
H 3.21 3.79 3.94
H 6.72 -1.42 2.15
H 0.18 3.07 -3.31
H 1.44 -1.85 5.41
```

The multiplicity is 1. The value obtained for the LUMO energy (spin up / spin down) is 0.158 / 0.158 Ha. Its net charge is -2.

Record 6
ORCA calculation (the ωB97M-V functional and the def2-TZVPD basis) on a single C5H9NOS molecule at a distorted geometry.

The geometry in XYZ format:
```
17
C5H9NOS, DFT the ωB97M-V functional and the def2-TZVPD basis
H -3.43 1.15 0.17
H 2.41 -2.17 -0.22
H -1.32 1.86 -1.33
H 1.69 -0.98 -1.28
C -0.32 0.15 -0.07
H -0.42 -0.52 -0.94
C -0.76 1.57 -0.43
C 2.43 -1.11 -0.55
H -0.18 2.38 0.03
H 0.75 0.53 1.78
N -1.50 0.70 0.47
H 3.44 -0.84 -0.92
C 0.71 -0.22 0.99
H 0.42 -1.23 1.50
C -2.76 0.29 0.19
S -3.28 -1.28 0.05
O 2.12 -0.28 0.55
```

The multiplicity is 1. The SMILES is COC[C@@H]1CN1C=S. The value obtained for the LUMO energy is 0.005 Ha. Its net charge is 0.

Calculated values (hartree) of E for the records, taken in order: -306.29728, -1032.47072, -447.95538, -1041.27633, -7447.18471, -724.00224.